Record 1
{
  "formula": "C2H8N2",
  "method": "ωB97M-V/def2-TZVPD",
  "elements": ["N", "C", "C", "N", "H", "H", "H", "H", "H", "H", "H", "H"],
  "coordinates": [[-1.3519, 0.6001, 0.0467], [-0.2976, 0.1359, -0.8264], [0.7959, -0.6479, -0.1035], [1.1492, -0.0360, 1.1717], [-2.2745, 0.6511, -0.3795], [-1.2375, 1.4933, 0.5017], [0.1559, 0.9671, -1.3818], [-0.7419, -0.4886, -1.5964], [0.5783, -1.7190, -0.0226], [1.6374, -0.5901, -0.7994], [1.3068, -0.7414, 1.8802], [0.2799, 0.3755, 1.5093]],
  "smiles": "NCCN",
  "spin_multiplicity": 1,
  "orbital_gap_ev": 10.3,
  "total_energy_ha": -190.4900,
  "relative_energy_kcal_mol": 5.53
}


Record 2
{
  "formula": "C2H8N2O",
  "method": "ωB97M-V/def2-TZVPD",
  "elements": ["N", "C", "O", "H", "H", "H", "C", "N", "H", "H", "H", "H", "H"],
  "coordinates": [[2.3148, -0.1950, -0.6160], [1.8830, 0.4047, 0.5261], [2.1336, 0.0538, 1.6507], [1.8010, 0.0160, -1.4560], [2.6033, -1.1604, -0.5461], [1.2996, 1.3236, 0.3480], [-1.7714, 0.2798, -0.4359], [-1.8778, -0.4625, 0.8015], [-2.1921, 1.2837, -0.3284], [-2.3531, -0.2165, -1.2090], [-0.7630, 0.4315, -0.8262], [-1.0954, -0.2997, 1.4193], [-1.9823, -1.4590, 0.6720]],
  "smiles": "NC=O.CN",
  "spin_multiplicity": 1,
  "orbital_gap_ev": 10.1,
  "total_energy_ha": -265.7463,
  "relative_energy_kcal_mol": 23.12
}


Record 3
{
  "formula": "C2H8N2O",
  "method": "ωB97M-V/def2-TZVPD",
  "elements": ["H", "N", "C", "N", "C", "H", "H", "H", "H", "H", "O", "H", "H"],
  "coordinates": [[-1.1192, 0.0272, -1.7239], [-0.7339, 0.7548, -1.1373], [0.5095, 0.5458, -0.9623], [1.3324, 1.2946, -0.1928], [2.7742, 1.1520, -0.1334], [0.9476, -0.3288, -1.4660], [0.7510, 1.8342, 0.4341], [3.1265, 0.7199, 0.8019], [3.2274, 2.1167, -0.3562], [2.9822, 0.4718, -0.9571], [-4.6826, -2.8689, 2.2840], [-5.1267, -2.3749, 1.5861], [-3.9885, -3.3443, 1.8230]],
  "smiles": "[H]/N=C/NC.O",
  "spin_multiplicity": 1,
  "orbital_gap_ev": 9.8,
  "total_energy_ha": -265.7272,
  "relative_energy_kcal_mol": 35.11
}